No. 1
Density functional theory data (ωB97M-V/def2-TZVPD) for a structure of composition C30H45BrN2OsP2 in a non-equilibrium geometry.

Calculated values
**Expectation value of S²**: 6.025
**Multiplicity**: 5
**Charge**: +4
**Energy relative to the best compared isomer or geometry (same formula, charge and spin)**: 16.3 kcal/mol
**HOMO (alpha / beta)**: -18.67 / -18.67 eV

The geometry in XYZ format:
```
81
Properties=species:S:1:pos:R:3:forces:R:3
N -5.24965 2.04287 -2.53787 3.9016 -0.9785 2.5443
C -5.09374 2.48479 -1.28694 -1.5794 1.2472 0.3057
C -3.91959 2.28382 -0.54731 0.3895 -0.6128 -1.1471
C -2.85491 1.55711 -1.13140 -0.3415 -0.1240 0.2335
C -3.06117 1.01916 -2.40343 -1.3247 0.5025 0.0434
C -4.26839 1.32668 -3.08377 -0.4322 -0.3314 -1.6803
C -1.53071 1.45285 -0.39338 -2.3696 2.3899 -2.3540
Os -0.37396 0.03602 0.14442 1.3730 -2.8492 5.1074
P 3.07644 -0.51835 0.71569 0.9589 1.9616 -0.7926
C -0.29527 1.29402 -1.25444 -0.4360 3.8979 -2.4982
C 0.75117 2.39389 -1.25138 -0.5636 -0.9898 0.1513
C 1.71892 2.29331 -2.25842 0.0141 -0.1230 -0.2718
C 2.80239 3.14659 -2.29163 -0.4676 -0.3470 -0.0547
C 2.95048 4.10344 -1.27315 -1.0233 -0.1799 0.0202
C 1.87652 4.36333 -0.39290 -0.6137 -0.5157 -0.3717
C 0.76087 3.50343 -0.39566 0.7456 0.1888 0.1797
Br 4.52728 5.01927 -1.19293 0.6013 0.6503 0.1411
H -1.53978 2.25291 0.37373 0.4002 -0.4925 -0.2817
H -0.43439 0.90513 -2.26742 -0.0730 -0.0061 0.1148
H -3.84330 2.68483 0.46017 -0.2542 0.0647 -0.2286
H -2.35595 0.35038 -2.89281 -0.2166 0.3528 -0.1397
H -5.90626 3.06911 -0.84327 0.0612 -0.1774 -0.1458
H -4.42387 1.02177 -4.12549 0.0901 -0.0945 0.2811
H 1.53115 1.56315 -3.05606 0.4344 0.2490 0.2301
H -0.09973 3.73030 0.23272 0.3254 -0.0116 0.0338
H 3.49252 3.08226 -3.12420 0.1964 0.0939 0.2115
H 1.84326 5.24996 0.23697 0.3340 -0.2220 -0.0606
P -0.99660 -2.01977 -0.60772 -1.3184 -3.4353 -1.2803
C 3.71138 1.21118 0.69947 0.5080 -0.2461 0.6969
C 5.17592 1.27758 0.24307 0.3085 0.0346 -0.1411
H 3.63597 1.60119 1.72572 -0.0097 -0.1761 -0.1682
H 3.05202 1.82570 0.06453 0.0034 -0.3820 0.0539
H 5.57831 2.28631 0.40334 -0.1704 -0.2712 -0.0780
H 5.79065 0.57653 0.82286 -0.0725 0.2343 -0.1727
H 5.27697 1.03006 -0.82066 0.0689 0.2060 0.3389
C 2.60100 -0.82935 -1.00381 -0.5243 -0.7595 0.2580
C 3.81907 -1.24700 -1.84253 0.2375 -0.2499 -0.1673
H 2.13075 0.08722 -1.39718 0.2325 -0.1402 0.2320
H 1.85010 -1.63484 -0.98907 0.3256 0.1199 -0.0912
H 3.50565 -1.44528 -2.87352 0.0647 0.0733 0.2031
H 4.59321 -0.47009 -1.85976 -0.2937 -0.3222 -0.0515
H 4.24757 -2.17206 -1.43615 0.0034 0.2473 -0.1875
C 1.88684 -0.63832 2.04586 -0.7517 0.1384 -0.2119
C 2.43770 -1.36526 3.27908 0.0787 -0.2974 0.2849
H 0.92799 -1.06839 1.63881 0.6671 -0.2678 0.4941
H 1.67607 0.40397 2.31897 0.0776 -0.3413 -0.1783
H 1.62711 -1.79645 3.87387 0.1498 -0.0066 -0.1308
H 3.15255 -2.14940 3.00086 -0.2865 0.0760 0.2271
H 2.94900 -0.63620 3.91846 0.0102 -0.2038 -0.1627
C -0.49837 -3.22491 0.73941 0.5550 0.8006 0.4402
C -1.40459 -4.39429 1.10392 -0.4136 -0.2174 -0.1462
H -0.33682 -2.62076 1.64093 0.0362 -0.1925 0.0910
H 0.47971 -3.61019 0.42741 0.0148 0.1875 0.1057
H -2.41208 -4.07506 1.39090 0.1910 -0.0359 0.0402
H -1.49997 -5.12416 0.29175 0.0663 0.1507 0.1306
H -0.96273 -4.90941 1.96668 -0.0841 0.1045 -0.2484
C -0.17531 -2.78307 -2.10286 0.3281 0.4312 -0.1893
C -1.03102 -3.05026 -3.34477 -0.3577 -0.0761 -0.0638
H 0.26799 -3.72524 -1.75351 0.0130 0.2847 0.0117
H 0.62839 -2.09910 -2.37553 0.1285 -0.1939 -0.1203
H -1.64717 -3.95309 -3.21779 0.1966 0.3259 -0.0770
H -1.70831 -2.21273 -3.57489 0.3334 -0.2270 -0.1297
H -0.37067 -3.21386 -4.20929 -0.2315 0.0595 0.3062
C -2.76772 -2.45174 -0.92447 -0.0507 0.4528 -0.0931
C -3.73460 -1.48229 -0.26796 -0.6603 0.3357 0.4184
H -2.94677 -3.47991 -0.57255 0.3183 0.3500 -0.1513
H -2.93528 -2.48236 -2.00749 0.2132 0.1247 0.3259
H -4.56729 -1.24858 -0.94939 0.1284 -0.1902 0.4350
H -4.13741 -1.87976 0.67395 -0.0653 0.0558 -0.3344
H -3.25862 -0.52570 -0.02140 -0.1409 -0.2347 -0.0382
C -1.42080 0.83207 4.96898 -0.1127 -0.1991 0.2062
C -0.41013 1.53851 4.33970 0.5179 0.5406 -0.7112
C -0.26363 1.45440 2.95682 0.1868 -0.7584 0.3665
N -0.95158 0.52410 2.23178 -0.3956 0.8424 0.2640
C -1.98642 -0.12011 2.83747 0.4841 -0.2741 -0.0193
C -2.23537 0.01378 4.20442 -0.4812 -0.3948 -0.7915
H -1.57519 0.91692 6.04007 0.0656 -0.0421 -0.0798
H 0.30785 2.14254 4.89221 -0.4217 0.1227 -0.0386
H 0.48975 2.06231 2.43006 -0.4197 -0.3477 0.2416
H -2.58434 -0.79284 2.19900 0.3684 0.3532 0.4753
H -3.06110 -0.56457 4.62213 0.2506 0.2876 0.0353
```
Forces are in eV/Å.

=====

No. 2
Density functional theory data (ωB97M-V/def2-TZVPD) for a cluster of 7 separate species, C30H45N7 in total in a non-equilibrium geometry.

Calculated values
**Structure (SMILES)**: c1cc[nH]c1.c1cc[nH]c1.c1cc[nH]c1.c1cc[nH]c1.c1cc[nH]c1.c1cc[nH]c1.CCN(CC)CC
**Energy relative to the best compared isomer or geometry (same formula, charge and spin)**: 47.3 kcal/mol
**HOMO**: -8.11 eV

The geometry in XYZ format:
```
82
Properties=species:S:1:pos:R:3:forces:R:3
C -2.45980 20.93736 -8.24115 0.5273 1.2734 -0.4040
C -2.74950 19.73935 -7.56052 1.0518 -0.1157 -0.7108
C -1.67232 18.92322 -7.85019 -1.0503 -1.1549 0.7620
N -0.80967 19.54311 -8.68057 0.2202 0.6041 0.3197
C -1.22630 20.84197 -8.87630 -1.2571 -0.8457 -0.2537
H -3.06244 21.83423 -8.27245 -0.0307 -0.0582 0.0860
H -3.64545 19.49659 -7.02015 0.1040 -0.0423 0.2464
H -1.47842 17.92889 -7.47320 0.0223 0.0015 -0.2624
H -0.08084 19.04873 -9.15855 0.2676 0.2343 0.0284
H -0.76338 21.48197 -9.60540 0.1216 0.0477 0.1179
C 2.28478 23.31963 -9.53495 0.1122 0.0004 0.3364
C 3.36649 24.20161 -9.25099 -0.6733 0.4986 -1.2534
C 4.29448 23.50258 -8.58375 1.0584 -0.7076 1.4709
N 3.74754 22.29361 -8.21816 0.0384 -0.0118 -1.3735
C 2.56165 22.12775 -8.90177 -0.1127 0.3010 0.3575
H 1.47331 23.63183 -10.17266 -0.3001 -0.4377 0.2133
H 3.41341 25.22660 -9.58168 0.2793 -0.0851 -0.1436
H 5.35378 23.65004 -8.42999 -0.2340 0.4592 0.4670
H 4.23089 21.58522 -7.70155 0.0387 -0.1605 -0.1077
H 2.05831 21.17716 -8.84950 -0.2576 0.1549 0.0297
C 1.00849 26.20623 -18.14613 -1.0364 0.7661 0.3116
C 2.19443 26.95018 -17.86854 -0.2033 -0.8868 -0.3743
C 2.33952 26.89033 -16.52542 0.7909 0.4567 1.3619
N 1.27631 26.24629 -15.94835 0.5290 0.9279 -0.5995
C 0.38931 25.93241 -16.94264 0.2892 -0.7344 0.0354
H 0.55448 25.99622 -19.09760 0.0979 0.1444 -0.0749
H 2.84780 27.42866 -18.57636 0.1364 -0.1422 -0.0009
H 3.10324 27.26332 -15.85500 0.0513 0.0860 -0.3187
H 1.17408 26.30327 -14.95351 -0.5886 -0.2894 0.0337
H -0.57944 25.53520 -16.68622 0.0578 -0.2436 -0.3040
C -2.67901 23.70077 -13.68912 0.5688 -0.0945 -1.5709
C -2.87061 23.32536 -12.36441 -0.2828 0.4289 1.5936
C -1.64389 23.31736 -11.71773 -0.3429 0.3469 -1.2492
N -0.70674 23.60287 -12.69898 -0.1943 -0.2442 0.9717
C -1.33035 23.80634 -13.89108 0.7665 0.3007 0.0314
H -3.36420 23.86424 -14.50665 -0.3492 -0.1837 0.3093
H -3.83322 23.20543 -11.89293 0.1472 -0.1278 0.0352
H -1.40305 23.33383 -10.67019 0.0968 -0.3536 0.0068
H 0.28555 23.57142 -12.55436 0.0547 0.0718 -0.0723
H -0.71808 24.04941 -14.74614 -0.2727 -0.1020 -0.1758
C -2.09935 22.89603 -18.02986 0.7567 -0.5904 -0.7984
C -2.79391 24.13054 -17.94396 0.6462 -0.5925 0.7865
C -2.19915 24.96035 -18.83845 -0.6580 0.7925 -0.9609
N -1.27333 24.26740 -19.57577 -0.6576 0.1433 1.0432
C -1.17565 22.99166 -19.06056 -0.3545 0.4768 -0.1189
H -2.25391 22.02998 -17.40618 0.0284 -0.0023 -0.0100
H -3.53531 24.30663 -17.18320 -0.0801 0.4446 -0.1609
H -2.38947 25.99647 -19.07468 -0.1201 -0.0633 0.0083
H -1.00424 24.61386 -20.47690 0.5230 -0.2577 -0.0172
H -0.41071 22.36520 -19.48725 -0.2368 -0.4344 0.2362
C -5.90595 22.03883 -10.56058 0.6174 -0.9063 0.0222
C -7.04837 21.54581 -11.24385 -0.5291 1.1485 -0.3695
C -7.74360 22.67563 -11.64738 -1.0122 -0.0924 0.8289
N -7.13621 23.78091 -11.12421 1.2987 -0.3873 -0.8490
C -5.91773 23.39403 -10.61557 -0.7572 0.8917 1.0631
H -5.16302 21.46224 -10.02750 0.1277 -0.0800 -0.3480
H -7.37156 20.53530 -11.41847 0.1698 -0.0893 0.0055
H -8.70843 22.84250 -12.10437 0.0585 -0.4798 -0.1097
H -7.46098 24.72681 -11.16758 -0.0082 0.0565 -0.3312
H -5.21433 24.13218 -10.26470 -0.0647 -0.0989 0.2021
C -4.41803 18.25438 -11.13633 -0.3757 -0.4421 -0.0426
C -3.22091 19.05506 -11.63810 0.3298 -0.8915 1.0534
N -2.88738 18.83366 -13.06983 -1.3098 1.3566 1.2115
C -4.10849 19.10968 -13.85908 0.1561 0.5905 -1.5808
C -4.48558 20.58692 -14.02524 -0.1598 0.5125 -0.1472
C -1.86343 19.83917 -13.35535 1.0603 0.1507 -1.0530
C -1.25293 19.69667 -14.76281 -0.0783 0.1373 0.2821
H -4.35100 17.19831 -11.40800 -0.0041 0.0321 -0.1513
H -5.35651 18.65246 -11.53005 0.0946 -0.0463 -0.2539
H -4.60228 18.27498 -10.05946 0.6609 0.2443 0.0938
H -3.39404 20.07359 -11.26133 0.0836 0.4390 -0.8999
H -2.29225 18.77742 -11.12884 -0.2183 -0.2707 0.3230
H -3.93150 18.80304 -14.89599 0.2073 -0.3457 0.1211
H -4.97758 18.52552 -13.57307 0.2874 -0.1831 0.5195
H -5.37876 20.73330 -14.63953 -0.0883 -0.4299 0.0347
H -4.67352 21.16688 -13.11974 0.1651 -0.2509 0.1970
H -3.69300 21.09030 -14.58124 -0.0177 0.1282 0.1114
H -1.00111 19.77913 -12.68286 -0.2768 -0.6078 0.3655
H -2.19346 20.86656 -13.17940 -0.3391 -0.0230 -0.1619
H -0.68515 20.59637 -15.00932 -0.0164 0.0233 0.0057
H -1.99495 19.55023 -15.54803 -0.0460 0.0167 0.0466
H -0.55727 18.85760 -14.78523 -0.1051 -0.1023 -0.0734
```
Forces are in eV/Å.

=====

No. 3
Density functional theory data (ωB97M-V/def2-TZVPD) for a structure of composition C30H45NO3P2PmS in a non-equilibrium geometry.

Calculated values
**Expectation value of S²**: 6.062
**Multiplicity**: 5
**Charge**: +1
**Energy relative to the best compared isomer or geometry (same formula, charge and spin)**: 69.1 kcal/mol
**HOMO (alpha / beta)**: -8.13 / -8.31 eV

The geometry in XYZ format:
```
83
Properties=species:S:1:pos:R:3:forces:R:3
Pm -2.05823 0.41404 -0.40179 0.6064 2.2711 -1.7925
C -1.47949 3.07779 -0.17044 -0.6421 -0.4093 -0.6444
C -1.43726 2.75610 -1.56286 -0.8025 -0.3277 0.5492
C -3.63371 2.60747 -0.86436 0.7581 -0.3001 0.1171
C -2.84441 3.02599 0.24467 0.3373 -0.5296 -0.7364
C -2.77008 2.45501 -1.98790 0.6164 -0.2022 0.9314
C -0.34893 3.53890 0.67049 0.5880 0.3130 0.4667
H 0.62363 3.22764 0.27028 -0.2486 0.0737 0.0659
H -0.42072 3.15543 1.69651 0.0518 0.1198 -0.3037
H -0.33426 4.63872 0.74604 -0.0258 -0.2558 -0.0703
C -3.36109 3.50958 1.54460 -0.1387 0.0621 0.7087
H -2.75183 3.14576 2.38001 -0.1652 0.1674 -0.1480
H -4.39616 3.19039 1.70506 0.1446 0.0862 0.0389
H -3.34559 4.61174 1.58969 -0.0108 -0.3312 -0.0732
C -5.10486 2.40416 -0.86797 -0.6356 0.0455 -0.0316
H -5.63359 3.26735 -1.30575 0.1429 -0.2727 0.1242
H -5.48937 2.26133 0.14928 0.0380 0.0222 -0.2663
H -5.38692 1.51880 -1.45266 -0.0404 0.1748 0.0674
C -3.18093 1.99743 -3.33828 -0.1360 -0.1110 -0.5974
H -3.73884 2.77749 -3.88089 0.1186 -0.2794 0.1262
H -3.83593 1.11472 -3.28274 0.0039 0.1525 -0.1276
H -2.31243 1.72760 -3.95156 -0.2011 0.0690 0.0603
C -0.22245 2.70395 -2.41697 0.4598 0.0208 -0.4593
H -0.47158 2.90721 -3.46682 0.0959 0.0002 0.2566
H 0.27774 1.71712 -2.40477 0.0228 0.1925 -0.0118
H 0.52009 3.44963 -2.09759 -0.1923 -0.2817 -0.1166
C 2.49262 0.48667 1.66833 -0.3037 0.2195 0.5533
C 2.66577 1.57868 0.93119 -0.0543 0.6392 0.2810
C 2.88794 1.66714 -0.54803 0.3713 0.0080 -0.4111
C 3.54754 0.42595 -1.21586 1.4124 0.9199 -0.0895
C 2.62890 -0.50156 -1.88662 -1.7866 -1.3756 -0.4413
C 1.61850 -1.36444 -1.34661 -1.4739 4.8299 -0.3889
C 1.23317 -1.18246 0.14719 0.3974 -0.8535 -0.2424
C 2.39147 -0.91049 1.14614 -0.1883 -0.3407 0.9458
H 3.55360 2.53081 -0.72023 -0.1789 -0.2405 0.0812
H 4.27417 -0.03378 -0.51563 -0.4843 0.2493 -0.2178
H 1.96521 1.92177 -1.09989 0.2731 -0.1555 0.2919
H 3.36912 -1.23752 0.71904 -1.1374 0.4214 0.2869
H 2.39374 0.58718 2.76429 0.0807 0.1032 -0.6790
H 2.70235 2.55568 1.43416 -0.0574 -0.4692 -0.0089
H 2.23772 -1.56254 2.02048 -0.0435 0.1173 -0.2615
H 0.53540 -0.32450 0.21745 0.1534 0.0682 -0.0875
H 0.69987 -1.17469 -1.94749 0.1536 -0.0372 0.4583
H 0.66866 -2.06510 0.50325 0.1226 0.1938 -0.1771
H 4.19214 0.81902 -2.02580 -0.1975 -0.0201 0.3252
H 2.52322 -0.33029 -2.96630 0.0197 0.0743 0.4759
P 4.21125 -2.46797 -0.65919 0.5668 -0.1845 -0.1634
C 5.22931 -3.20247 0.65773 0.4446 -0.4411 -0.0912
C 5.40544 -2.36957 -2.04138 0.2614 -0.3819 -0.0486
P 1.64730 -3.26573 -2.08738 1.7557 -1.7321 0.0366
C 3.08889 -3.84468 -1.10114 0.1764 -0.6719 -0.3452
C 2.39113 -3.00187 -3.74400 -0.5633 -0.0414 -0.3305
C 0.81650 -4.87388 -2.41094 0.0179 -0.4703 -0.1198
H 4.61105 -3.83570 1.30713 0.2588 0.1563 -0.0655
H 5.65864 -2.38193 1.24881 -0.0406 -0.3010 -0.0702
H 6.03788 -3.78669 0.20176 -0.0377 -0.1218 0.4499
H 6.08207 -3.23224 -1.97264 -0.0054 0.2196 -0.3235
H 5.98452 -1.44457 -1.91469 -0.0976 -0.2613 -0.0736
H 4.91962 -2.34367 -3.02384 0.1257 0.0118 0.2950
H 1.58599 -5.61959 -2.67413 -0.3373 0.1170 0.0173
H 0.12648 -4.75292 -3.25721 0.0734 -0.1373 0.2999
H 0.27661 -5.21881 -1.51943 0.0946 0.0878 -0.2808
H 2.70947 -4.31211 -0.17538 0.1582 0.1601 -0.3041
H 3.63799 -4.60729 -1.68108 -0.2472 -0.0374 0.2092
H 1.58599 -3.19370 -4.46712 0.2903 -0.0151 -0.0004
H 3.19937 -3.72289 -3.92339 -0.2198 0.1258 0.0675
H 2.76847 -1.99015 -3.91790 -0.0442 -0.3209 0.2108
O -3.81775 -0.46199 0.67903 -0.3136 -0.4077 1.9421
C -3.27197 -0.28081 1.84515 1.3648 0.5651 -1.4768
N -2.01884 0.23595 1.83264 0.0378 -0.3736 0.9144
S -1.38224 0.56602 3.36327 0.5409 0.0005 -0.6965
O -1.13749 1.98543 3.46633 -0.2302 -1.1181 0.2027
O -0.30644 -0.36050 3.62772 -1.1082 0.6946 -0.0757
C -2.92429 0.12876 4.11051 -0.5892 0.3540 0.9778
C -3.35814 0.48069 5.38244 0.0600 -0.1934 0.0298
C -4.68151 0.18039 5.74166 0.1864 -0.2334 -0.4618
C -5.54029 -0.47063 4.83566 0.1096 0.1022 0.3017
C -5.11962 -0.75188 3.53918 0.5329 0.1375 -0.1286
C -3.80470 -0.41430 3.18327 -1.2791 -0.0970 0.4931
H -2.68228 1.00138 6.06232 -0.2540 -0.1962 -0.1094
H -5.04309 0.46026 6.72933 0.0732 -0.0969 -0.2329
H -6.55579 -0.72599 5.14765 0.3548 0.1308 -0.1328
H -5.77344 -1.19122 2.78693 0.0594 0.1494 0.2556
```
Forces are in eV/Å.